No. 1
77
Properties=species:S:1:pos:R:3 method="wB97M-V/def2-TZVPD" multiplicity=2 de_lowest_kcal_mol=0.0 largest_force_ev_per_a=1.895 e_homo_ev="-7.015 / -7.737"
P 0.11 -1.35 -6.27
P 0.07 1.77 -6.16
C -0.25 -0.44 -7.90
C 0.33 0.97 -7.87
H -1.35 -0.46 -8.04
H 0.22 -1.03 -8.70
H 1.41 0.99 -8.08
H -0.19 1.60 -8.61
C -1.55 2.53 -6.61
H -1.80 3.28 -5.86
H -2.33 1.76 -6.66
H -1.45 3.02 -7.59
C 1.17 3.18 -6.54
H 0.87 3.65 -7.47
H 2.20 2.82 -6.62
H 1.09 3.90 -5.72
C -0.99 -2.76 -6.65
H -0.83 -3.53 -5.89
H -0.75 -3.16 -7.64
H -2.03 -2.42 -6.64
C 1.70 -2.07 -6.86
H 2.47 -1.29 -6.91
H 1.54 -2.49 -7.85
H 2.00 -2.86 -6.17
Cu -0.13 0.85 0.65
C 0.68 1.32 -1.66
C -0.68 1.36 -1.77
C -1.53 0.62 -2.75
C -1.90 -0.87 -2.47
C -0.84 -1.84 -2.03
C 0.46 -1.81 -2.28
C 1.19 -0.82 -3.14
C 1.64 0.53 -2.49
C 0.07 -1.06 1.14
H 1.15 2.18 -1.16
H -1.21 2.20 -1.28
H -1.09 0.71 -3.76
H -2.49 1.15 -2.78
H -2.70 -0.87 -1.72
H -2.38 -1.27 -3.37
H -1.25 -2.65 -1.40
H 1.12 -2.57 -1.82
H 0.58 -0.61 -4.03
H 2.10 -1.33 -3.48
H 2.53 0.32 -1.90
H 1.97 1.19 -3.32
H 0.93 -1.05 1.84
H 0.28 -1.53 0.15
H -0.84 -1.45 1.65
C -2.44 0.79 2.99
Si -0.66 1.17 3.51
C -0.69 2.43 4.92
C 0.10 -0.40 4.24
C 0.39 1.97 2.11
Si 0.04 3.73 1.61
C 1.21 4.66 2.78
C 0.45 4.37 -0.12
C -1.79 4.12 1.84
H -3.03 0.51 3.87
H -2.50 -0.05 2.29
H -2.94 1.64 2.52
H -1.22 2.03 5.80
H 0.33 2.66 5.25
H -1.18 3.38 4.68
H -0.11 -1.31 3.66
H 1.19 -0.29 4.31
H -0.29 -0.57 5.25
H 1.47 1.86 2.41
H 2.24 4.37 2.54
H 1.15 5.75 2.70
H 1.04 4.40 3.83
H -0.14 3.90 -0.92
H 0.25 5.45 -0.18
H 1.51 4.24 -0.36
H -2.40 3.51 1.16
H -2.17 3.95 2.86
H -2.00 5.17 1.61

***

No. 2
25
Properties=species:S:1:pos:R:3 method="wB97M-V/def2-TZVPD" total_charge=+1 de_lowest_kcal_mol=12.4 largest_force_ev_per_a=4.662 e_homo_ev=-12.547
C -1.23 -1.57 0.42
C -2.19 -1.48 1.54
C -2.51 -3.38 0.67
C -1.54 0.69 1.97
C 0.31 -0.33 -1.17
C -0.32 -0.50 0.25
C -0.43 0.45 -2.19
N -2.92 -2.59 1.59
N -2.26 -0.36 2.25
N -1.46 -2.81 -0.08
N -0.56 0.70 0.94
N 0.40 1.69 0.57
N 1.34 -1.26 0.99
O 1.14 -1.10 -1.54
F -2.98 -4.49 0.29
H -1.54 1.61 2.46
H -1.13 -0.35 -2.69
H 0.28 0.68 -2.89
H -1.01 1.26 -1.72
H -0.74 -3.27 -0.64
H 0.75 2.22 1.34
H 0.09 2.29 -0.21
H 1.92 -1.89 0.47
H 1.17 -1.65 1.91
H 1.74 -0.34 1.10

***

No. 3
15
Properties=species:S:1:pos:R:3 method="wB97M-V/def2-TZVPD" smiles=CSS.NCO de_lowest_kcal_mol=20.7 largest_force_ev_per_a=2.286 e_homo_ev=-8.263
C -0.58 -1.35 -2.31
S 0.76 -1.11 -1.10
S 1.60 0.64 -1.84
H -0.33 -1.04 -3.31
H -1.52 -1.06 -1.85
H -0.59 -2.45 -2.41
H 0.43 1.33 -1.94
N 0.13 -0.21 2.28
C 0.17 1.13 1.70
O -0.66 1.20 0.57
H -0.41 -0.16 3.14
H 1.02 -0.61 2.54
H -0.09 1.83 2.51
H 1.15 1.56 1.45
H -1.05 0.31 0.58

***

No. 4
14
Properties=species:S:1:pos:R:3 method="wB97M-V/def2-TZVPD" smiles="O=C1NN2C[C@@H]2CO1" de_lowest_kcal_mol=167.8 largest_force_ev_per_a=5.700 e_homo_ev=-9.098
C -0.03 1.27 1.33
C 0.09 -0.48 -1.81
C 0.49 -0.86 -0.29
C -0.39 -1.19 0.96
H -0.31 2.24 -0.39
H -0.53 -1.27 -2.51
H 0.78 0.07 -2.39
H 1.64 -0.86 -0.11
H 0.10 -2.23 1.54
H -1.63 -0.90 0.85
N 0.30 1.49 -0.20
N -0.37 0.22 -0.67
O -0.24 2.39 1.80
O 0.10 0.11 1.88

***

No. 5
19
Properties=species:S:1:pos:R:3 method="wB97M-V/def2-TZVPD" total_charge=+1 de_lowest_kcal_mol=28.6 largest_force_ev_per_a=2.144 e_homo_ev=-14.246
C 0.82 -0.59 -1.19
C 0.17 -1.83 -0.55
C 0.47 -2.03 0.97
C -0.12 -1.00 1.89
O -0.63 0.06 1.60
N -0.08 0.61 -1.15
H 1.76 -0.40 -0.71
H 0.95 -0.84 -2.25
H -0.89 -1.73 -0.61
H 0.52 -2.70 -1.06
H -0.03 -2.94 1.28
H 1.55 -2.08 1.11
H 0.16 -1.09 2.94
H -0.47 0.72 -0.18
H -0.88 0.39 -1.75
H 0.40 1.41 -1.56
H -1.76 4.36 0.96
H -0.90 5.31 -0.02
O -1.05 4.39 0.30

***

No. 6
5
Properties=species:S:1:pos:R:3 method="wB97M-V/def2-TZVPD" de_lowest_kcal_mol=95.7 largest_force_ev_per_a=2.918 e_homo_ev="-9.736 / -9.835"
C -0.22 0.55 0.11
N -0.87 -0.23 0.80
O 0.99 -1.70 -0.61
S -0.24 -0.97 -0.81
H 0.34 2.35 0.50

***

No. 7
82
Properties=species:S:1:pos:R:3 method="wB97M-V/def2-TZVPD" multiplicity=4 total_charge=+1 de_lowest_kcal_mol=0.0 largest_force_ev_per_a=0.385 e_homo_ev="-10.264 / -10.314"
Cr 0.36 0.01 -0.41
O 2.34 2.99 1.47
C 1.59 2.04 1.33
O 1.72 1.15 0.39
C 0.46 1.80 2.34
P -0.92 0.91 1.53
C -1.60 -0.26 2.74
C -2.86 -0.79 2.48
C -3.42 -1.74 3.32
C -2.72 -2.17 4.44
C -1.46 -1.65 4.70
C -0.90 -0.71 3.85
C -2.28 2.11 1.36
C -3.04 2.11 0.20
C -4.11 2.99 0.07
C -4.41 3.87 1.10
C -3.65 3.87 2.27
C -2.59 2.99 2.40
H 0.15 2.75 2.77
H 0.88 1.20 3.15
H -3.42 -0.46 1.61
H -4.40 -2.14 3.10
H -3.15 -2.90 5.10
H -0.90 -1.99 5.57
H 0.10 -0.35 4.07
H -2.79 1.43 -0.60
H -4.70 2.99 -0.83
H -5.24 4.56 1.00
H -3.90 4.54 3.07
H -2.03 2.97 3.32
C -1.99 -0.48 -3.04
C -2.10 -1.41 -1.88
C -3.17 -2.34 -1.84
C -3.27 -3.25 -0.84
C -2.26 -3.31 0.15
C -2.19 -4.26 1.19
Br -3.58 -5.52 1.42
C -1.13 -4.28 2.05
C -0.10 -3.33 1.92
Br 1.39 -3.41 3.07
C -0.14 -2.34 0.97
O 0.79 -1.41 0.84
C -1.24 -2.35 0.06
N -1.19 -1.39 -0.92
H -2.50 -0.90 -3.91
H -0.95 -0.31 -3.30
H -2.46 0.49 -2.83
H -3.91 -2.30 -2.63
H -4.09 -3.95 -0.81
H -1.07 -5.02 2.84
N -0.06 3.88 -0.29
C 0.60 3.15 -1.19
S -0.25 1.87 -1.98
N 1.88 3.45 -1.38
C 2.80 2.79 -2.24
C 2.53 2.62 -3.59
C 3.49 2.05 -4.41
C 4.73 1.69 -3.89
C 4.99 1.87 -2.54
C 4.03 2.42 -1.71
H -1.04 3.67 -0.12
H 0.39 4.61 0.24
H 2.31 3.96 -0.62
H 1.58 2.93 -4.00
H 3.29 1.92 -5.46
H 5.49 1.28 -4.54
H 5.96 1.61 -2.13
H 4.21 2.57 -0.65
C 3.89 -1.15 0.06
As 2.83 -1.78 -1.40
C 2.23 -3.56 -1.02
C 3.88 -1.85 -2.99
O 1.55 -0.74 -1.76
H 4.76 -1.79 0.18
H 3.27 -1.17 0.95
H 4.20 -0.12 -0.16
H 3.01 -4.27 -1.31
H 1.33 -3.75 -1.60
H 2.02 -3.66 0.04
H 4.74 -2.50 -2.85
H 4.19 -0.84 -3.24
H 3.24 -2.24 -3.79

***

No. 8
18
Properties=species:S:1:pos:R:3 method="wB97M-V/def2-TZVPD" total_charge=+1 de_lowest_kcal_mol=33.6 largest_force_ev_per_a=0.348 e_homo_ev=-14.321
C -2.06 2.14 -0.45
N -1.12 1.76 0.52
O -2.82 1.36 -0.93
H -2.01 3.20 -0.74
H -0.72 2.52 1.06
H -1.48 1.02 1.12
C 1.77 -0.96 1.01
C 0.75 -1.22 -0.05
C 0.01 -2.28 -0.23
N 0.58 -0.06 -0.97
H 1.88 -1.83 1.64
H 2.75 -0.75 0.57
H 1.49 -0.11 1.63
H -0.71 -2.35 -1.04
H 0.09 -3.13 0.42
H 1.48 0.27 -1.31
H 0.10 0.72 -0.46
H 0.01 -0.30 -1.78

***

No. 9
104
Properties=species:S:1:pos:R:3 method="wB97M-V/def2-TZVPD" total_charge=+1 largest_force_ev_per_a=5.973 e_homo_ev=-11.140
C -0.08 3.47 2.80
C -0.69 2.40 3.78
C -0.77 0.93 3.21
C -1.67 0.81 1.90
C -1.33 -0.63 1.26
N -1.89 -0.77 -0.07
C -1.68 -0.74 -1.43
N -0.50 -0.54 -2.03
C -0.72 -0.55 -3.54
C -0.78 0.75 -4.23
C -0.97 0.83 -5.69
C -1.13 -0.37 -6.50
C -1.10 -1.67 -5.84
C -0.89 -1.74 -4.38
C 0.89 -0.27 -1.76
Cl 1.85 -1.70 -2.50
C 1.68 -0.07 -0.43
C 2.05 -1.40 0.40
Cl 1.29 1.39 0.57
N -2.84 -0.94 -2.17
C -3.84 -1.16 -1.24
P -5.48 -1.45 -2.01
O -5.75 -3.04 -2.40
O -5.38 -0.72 -3.51
S -7.03 -0.68 -1.16
N -3.24 -1.08 -0.02
C -4.14 -1.35 1.11
C -3.95 -2.84 1.63
C -4.75 -3.10 2.98
Br -4.59 -4.20 0.35
H -0.08 4.45 3.37
H 1.00 3.29 2.55
H -0.70 3.65 1.89
H 0.00 2.36 4.67
H -1.66 2.81 4.17
H 0.26 0.52 3.06
H -1.24 0.30 4.02
H -1.41 1.57 1.13
H -2.72 0.90 2.25
H -1.70 -1.35 2.05
H -0.23 -0.73 1.40
H -0.69 1.68 -3.63
H -0.99 1.85 -6.15
H -1.26 -0.30 -7.60
H -1.22 -2.63 -6.39
H -0.87 -2.75 -3.90
H 1.22 0.59 -2.42
H 2.72 0.21 -0.82
H 1.87 -1.13 1.48
H 3.12 -1.68 0.30
H 1.33 -2.23 0.19
H -6.71 -3.17 -2.54
H -5.98 0.05 -3.48
H -5.21 -1.27 0.80
H -4.01 -0.72 2.02
H -2.89 -3.10 1.84
H -4.30 -4.04 3.42
H -5.82 -3.37 2.76
H -4.67 -2.25 3.71
C 3.83 -4.11 -6.87
C 2.37 -3.71 -6.98
O 1.81 -3.94 -8.27
C 1.81 -5.28 -8.72
C 1.03 -6.23 -7.82
H 4.42 -3.58 -7.62
H 4.22 -3.86 -5.88
H 3.97 -5.18 -7.03
H 2.28 -2.63 -6.80
H 1.76 -4.20 -6.21
H 2.84 -5.64 -8.86
H 1.35 -5.28 -9.71
H 1.46 -6.29 -6.82
H 1.02 -7.24 -8.24
H 0.00 -5.89 -7.71
C 4.47 -1.38 4.51
C 5.31 -2.09 3.46
O 5.49 -1.33 2.27
C 6.14 -0.08 2.41
C 7.55 -0.18 2.98
H 3.49 -1.12 4.11
H 4.33 -2.03 5.38
H 4.95 -0.46 4.86
H 4.80 -3.01 3.16
H 6.28 -2.39 3.86
H 5.53 0.60 3.02
H 6.20 0.36 1.41
H 7.55 -0.60 3.99
H 8.02 0.80 3.02
H 8.16 -0.83 2.35
C -0.94 7.35 7.34
C -0.51 6.80 5.99
O -1.60 6.40 5.16
C -2.54 7.41 4.82
C -1.94 8.58 4.06
H -1.54 6.61 7.88
H -0.07 7.59 7.94
H -1.55 8.25 7.24
H 0.10 5.91 6.14
H 0.12 7.53 5.46
H -3.07 7.75 5.72
H -3.29 6.93 4.19
H -1.19 9.11 4.65
H -2.71 9.29 3.79
H -1.44 8.23 3.15

***

No. 10
4
Properties=species:S:1:pos:R:3 method="wB97M-V/def2-TZVPD" multiplicity=2 total_charge=+4 de_lowest_kcal_mol=0.0 largest_force_ev_per_a=1.761 e_homo_ev="-24.311 / -26.347"
Hg -1.16 2.04 0.28
Ca 2.85 0.82 -0.41
Ca -2.03 -2.31 0.05
I 0.34 -0.55 0.08

***

No. 11
7
Properties=species:S:1:pos:R:3 method="wB97M-V/def2-TZVPD" de_lowest_kcal_mol=102.4 largest_force_ev_per_a=1.921 e_homo_ev=-9.453
O -0.34 -1.17 -1.66
O -0.63 -0.70 2.09
P -1.75 -1.24 -2.06
S 0.74 -0.84 1.60
H 1.20 0.49 1.49
H -1.98 0.08 -2.67
H 0.61 -0.88 0.21

***

No. 12
49
Properties=species:S:1:pos:R:3 method="wB97M-V/def2-TZVPD" smiles=N#Cc1ccc(-c2ccc(OC[C@H](O)CN3CCCCC3)cc2)cc1 de_lowest_kcal_mol=63.8 largest_force_ev_per_a=0.953 e_homo_ev=-8.036
N -7.20 -2.49 -5.03
C -6.28 -2.14 -4.44
C -5.15 -1.71 -3.71
C -4.76 -0.38 -3.76
C -3.65 0.04 -3.05
C -2.91 -0.87 -2.27
C -3.32 -2.20 -2.24
C -4.42 -2.63 -2.95
H -4.73 -3.66 -2.92
H -2.75 -2.91 -1.66
C -1.74 -0.42 -1.52
C -0.85 0.50 -2.06
C 0.27 0.92 -1.36
C 0.51 0.43 -0.08
C -0.39 -0.49 0.48
C -1.49 -0.91 -0.23
H -2.17 -1.61 0.22
H -0.19 -0.86 1.47
O 1.56 0.77 0.71
C 2.50 1.70 0.23
C 3.56 1.91 1.33
O 4.42 2.97 0.97
H 4.94 2.71 0.20
C 4.34 0.60 1.64
N 4.22 0.00 2.94
C 4.82 0.69 4.06
C 3.87 1.62 4.83
C 2.61 0.87 5.23
C 1.97 0.23 4.00
C 2.98 -0.66 3.28
H 2.55 -1.07 2.37
H 3.24 -1.50 3.95
H 1.11 -0.38 4.31
H 1.60 1.00 3.32
H 1.91 1.54 5.73
H 2.88 0.08 5.94
H 4.39 2.00 5.72
H 3.61 2.49 4.21
H 5.69 1.25 3.71
H 5.17 -0.08 4.76
H 5.40 0.81 1.48
H 4.03 -0.17 0.91
H 3.05 2.26 2.23
H 2.02 2.66 0.01
H 2.99 1.33 -0.68
H 0.94 1.62 -1.82
H -1.01 0.87 -3.06
H -3.36 1.08 -3.07
H -5.32 0.33 -4.35

***

No. 13
15
Properties=species:S:1:pos:R:3 method="wB97M-V/def2-TZVPD" smiles=C#CC[C@H](C)C#C de_lowest_kcal_mol=93.2 largest_force_ev_per_a=2.249 e_homo_ev=-9.876
C -0.02 -1.54 0.05
C -0.35 -0.13 0.49
C 0.33 1.03 -0.25
C 1.72 0.85 -0.55
C 2.89 0.72 -0.81
C -1.75 0.08 0.28
C -2.90 0.33 0.52
H -0.28 -1.64 -1.00
H 1.03 -1.70 0.20
H -0.60 -2.28 0.62
H -0.13 -0.02 1.56
H -0.19 1.23 -1.18
H 0.24 1.93 0.37
H 3.91 0.59 -1.04
H -3.90 0.54 0.74

***

No. 14
27
Properties=species:S:1:pos:R:3 method="wB97M-V/def2-TZVPD" total_charge=+1 de_lowest_kcal_mol=35.1 largest_force_ev_per_a=5.871 e_homo_ev="-12.856 / -12.504"
C -1.77 -2.54 -1.68
C -2.26 -1.76 -0.69
C -0.60 -2.30 -2.35
C -1.51 -0.70 -0.29
C 0.24 -1.24 -1.95
C -0.29 -0.40 -0.91
C -0.45 2.36 -0.30
C 2.13 1.28 -1.42
C 1.39 0.65 3.76
C 0.21 0.15 3.17
F -0.44 1.04 2.40
F 0.44 -0.95 2.30
P 0.73 0.92 -0.30
H -2.37 -3.35 -1.96
H -3.16 -1.99 -0.10
H -0.24 -2.97 -3.08
H -1.88 -0.10 0.46
H 1.30 -1.17 -2.48
H -0.16 3.26 0.01
H -1.26 1.88 0.29
H -0.63 2.16 -1.37
H 1.81 1.66 -2.39
H 2.66 0.42 -1.71
H 2.93 2.01 -1.21
H 1.38 1.70 4.16
H 2.27 0.09 3.58
H -0.47 -0.09 4.04

***

No. 15
11
Properties=species:S:1:pos:R:3 method="wB97M-V/def2-TZVPD" smiles="C=C=C(C)N=O" de_lowest_kcal_mol=102.7 largest_force_ev_per_a=0.743 e_homo_ev=-9.161
C 0.80 1.28 -1.05
C -0.03 0.34 -0.23
N -1.25 -0.15 -0.91
O -1.89 -0.98 -0.34
C -0.22 -1.29 1.63
C 0.18 -0.26 0.92
H 0.21 1.63 -1.91
H 1.15 2.14 -0.49
H 1.67 0.75 -1.44
H -0.88 -1.24 2.48
H 0.17 -2.26 1.32

***

No. 16
14
Properties=species:S:1:pos:R:3 method="wB97M-V/def2-TZVPD" smiles="O=C=NO.C#N.C=C" de_lowest_kcal_mol=134.1 largest_force_ev_per_a=4.667 e_homo_ev=-10.249
C 1.22 1.28 -0.35
C 1.22 0.36 -1.34
N -1.32 0.31 1.07
C -0.20 0.57 1.53
O -2.22 -0.63 1.53
C -0.54 -2.04 -1.07
O 0.51 0.86 2.42
N 0.04 -2.67 -1.82
H -2.85 -0.10 2.06
H -1.02 -1.41 -0.32
H 2.03 1.31 0.36
H 0.71 2.22 -0.56
H 0.60 0.48 -2.22
H 1.84 -0.52 -1.29